No. 1
DFT (the ωB97M-V functional and the def2-TZVPD basis) results for a single C4H6N2 molecule.

Element x y z (Å)
C -1.62 -0.42 0.02
C -0.16 -0.01 0.01
C 0.96 -0.90 -0.32
N 2.16 -0.46 -0.27
N 0.54 2.27 0.87
C 0.19 1.20 0.41
H -2.25 0.30 -0.51
H -1.75 -1.39 -0.47
H -2.02 -0.51 1.04
H 0.70 -1.94 -0.56
H 2.84 -1.19 -0.45
H 0.43 3.04 0.22

Summary:
SMILES string: [H]/N=C/C(C)=C=N
Net charge: 0
HOMO-LUMO gap, Ha: 0.3481
HOMO, eV: -8.54
Lowest unoccupied orbital energy, eV: 0.930

=====

No. 2
DFT (the ωB97M-V functional and the def2-TZVPD basis) results for a single C4H6N2 molecule in a non-equilibrium geometry.

Element x y z (Å)
C -1.42 0.92 -0.03
C -0.64 -0.37 0.17
N -0.39 -1.18 -0.86
C 1.02 -0.74 0.05
C 1.99 0.33 -0.17
N 2.92 0.99 -0.34
H -1.20 1.44 -0.96
H -2.44 0.53 -0.12
H -1.42 1.61 0.82
H -0.87 -0.79 1.17
H 1.23 -1.48 -0.75
H 1.21 -1.25 1.00

Summary:
Net charge: 0
HOMO-LUMO gap, Ha: 0.3516
HOMO, eV: -8.88
Lowest unoccupied orbital energy, eV: 0.686

=====

No. 3
DFT (the ωB97M-V functional and the def2-TZVPD basis) results for a molecular structure, C4H6N2 in a non-equilibrium geometry.

Element x y z (Å)
C -0.10 0.52 0.31
N 0.28 1.38 1.23
C -1.13 0.36 -0.56
C -0.61 -0.92 -1.18
N 1.55 -1.42 0.18
C 0.52 -0.73 -0.13
H -0.18 2.27 1.37
H 1.14 1.28 1.76
H 2.01 -0.98 0.98
H -2.04 0.93 -0.74
H -1.22 -1.82 -1.03
H -0.23 -0.87 -2.20

Summary:
Net charge: 0
HOMO-LUMO gap, Ha: 0.3327
HOMO, eV: -8.21
Lowest unoccupied orbital energy, eV: 0.844

=====

No. 4
DFT (the ωB97M-V functional and the def2-TZVPD basis) results for a single C4H6N2 molecule in a non-equilibrium geometry.

Element x y z (Å)
N -2.63 -0.57 -1.23
C -1.92 0.15 -0.68
C -0.89 0.85 -0.01
C 0.15 -0.15 0.50
C 1.09 -0.73 -0.42
N 1.49 0.37 0.64
H -0.42 1.55 -0.72
H -1.30 1.44 0.81
H -0.23 -0.81 1.28
H 1.25 -0.36 -1.42
H 1.43 -1.75 -0.24
H 1.93 0.02 1.49

Summary:
SMILES string: N#CC[C@H]1CN1
Net charge: 0
HOMO-LUMO gap, Ha: 0.4131
HOMO, eV: -10.33
Lowest unoccupied orbital energy, eV: 0.911

=====

No. 5
DFT (the ωB97M-V functional and the def2-TZVPD basis) results for 2 unconnected molecules or ions with the total composition C4H6N2 in a non-equilibrium geometry.

Element x y z (Å)
C -28.93 9.40 4.00
C -29.13 10.42 5.01
N -29.31 11.23 5.81
H -29.14 9.85 3.03
H -29.77 8.69 4.10
H -27.99 8.87 4.08
C -25.96 9.12 6.40
C -25.08 10.17 6.92
N -24.34 10.94 7.33
H -26.99 9.46 6.28
H -25.92 8.30 7.12
H -25.59 8.83 5.41

Summary:
SMILES string: CC#N.CC#N
Net charge: 0
HOMO-LUMO gap, Ha: 0.4498
HOMO, eV: -11.79
Lowest unoccupied orbital energy, eV: 0.447

=====

No. 6
DFT (the ωB97M-V functional and the def2-TZVPD basis) results for a single C4H6N2 molecule.

Element x y z (Å)
N -1.87 0.01 -0.05
C -0.44 -0.03 -0.04
C 0.36 1.18 0.06
N 1.64 1.14 0.19
C 1.46 -1.74 -0.35
C 0.18 -1.23 -0.15
H -2.23 0.49 -0.87
H -2.23 0.49 0.77
H -0.21 2.12 0.00
H 2.03 2.09 0.16
H 1.75 -2.39 0.49
H -0.44 -2.14 -0.23

Summary:
Net charge: 0
HOMO-LUMO gap, Ha: 0.2791
HOMO, eV: -8.13
Lowest unoccupied orbital energy, eV: -0.533

=====

No. 7
DFT (the ωB97M-V functional and the def2-TZVPD basis) results for a single C4H6N2 molecule.

Element x y z (Å)
N -1.81 0.26 -0.11
C -0.40 0.13 -0.03
C 0.39 1.39 -0.16
N 1.64 1.43 0.05
C 0.75 -2.21 0.07
C 0.18 -1.04 0.09
H -2.16 1.21 -0.04
H -2.31 -0.33 0.54
H -0.21 2.27 -0.43
H 1.99 2.38 -0.06
H 1.12 -2.74 0.96
H 0.83 -2.75 -0.87

Summary:
SMILES string: [H]/N=C/C(N)=C=C
Net charge: 0
HOMO-LUMO gap, Ha: 0.3377
HOMO, eV: -8.27
Lowest unoccupied orbital energy, eV: 0.925

=====

No. 8
DFT (the ωB97M-V functional and the def2-TZVPD basis) results for a single C4H6N2 molecule in a non-equilibrium geometry.

Element x y z (Å)
C 1.49 -0.42 0.47
C 0.01 -0.14 0.70
N -0.66 1.14 0.50
C -1.22 0.01 -0.20
C -1.17 -0.05 -1.65
N -1.15 -0.16 -2.80
H 1.84 0.06 -0.45
H 2.07 0.01 1.31
H 1.74 -1.49 0.45
H -0.31 -0.60 1.64
H -0.44 1.88 -0.16
H -2.20 -0.25 0.20

Summary:
SMILES string: C[C@H]1N[C@H]1C#N
Net charge: 0
HOMO-LUMO gap, Ha: 0.3910
HOMO, eV: -9.69
Lowest unoccupied orbital energy, eV: 0.945

=====

No. 9
DFT (the ωB97M-V functional and the def2-TZVPD basis) results for a single C4H6N2 molecule in a non-equilibrium geometry.

Element x y z (Å)
N 0.38 0.62 -1.38
C 0.01 -0.69 -0.86
C 1.10 0.09 -0.27
C 0.19 0.11 1.14
N -1.14 0.61 1.00
C -0.83 -0.70 0.44
H -0.23 1.39 -1.10
H 0.07 -1.54 -1.52
H 2.19 -0.07 -0.36
H 0.98 0.31 1.81
H -1.26 1.41 0.38
H -1.47 -1.54 0.71

Summary:
SMILES string: N1[C@H]2[C@@H]1[C@H]1N[C@@H]21
Net charge: 0
HOMO-LUMO gap, Ha: 0.3936
HOMO, eV: -9.44
Lowest unoccupied orbital energy, eV: 1.275

=====

No. 10
DFT (the ωB97M-V functional and the def2-TZVPD basis) results for a single C4H6N2 molecule in a non-equilibrium geometry.

Element x y z (Å)
C 0.65 -1.32 0.34
C -0.50 -1.16 -0.56
C -1.16 -0.03 -0.69
C 0.59 1.15 0.47
H 1.67 -1.97 0.15
H 0.15 -1.47 1.43
H -1.10 -2.21 -0.80
H -2.13 -0.08 -1.29
H -0.74 2.28 -0.36
H 0.79 1.99 0.99
N -0.67 1.30 -0.34
N 1.21 0.08 0.69

Summary:
SMILES string: C1=CNC=NC1
Net charge: 0
HOMO-LUMO gap, Ha: 0.3325
HOMO, eV: -8.15
Lowest unoccupied orbital energy, eV: 0.899

=====

No. 11
DFT (the ωB97M-V functional and the def2-TZVPD basis) results for a single C4H6N2 molecule in a non-equilibrium geometry.

Element x y z (Å)
N 1.35 0.57 -2.08
C 1.26 -0.06 -1.11
C 0.99 -0.84 0.11
N -0.40 -0.68 0.54
C -1.15 0.21 -0.35
C -0.75 0.65 1.00
H 1.17 -1.90 -0.12
H 1.70 -0.54 0.89
H -2.16 -0.10 -0.56
H -0.59 0.62 -1.22
H 0.06 1.38 1.10
H -1.49 0.69 1.80

Summary:
SMILES string: N#CCN1CC1
Net charge: 0
HOMO-LUMO gap, Ha: 0.4013
HOMO, eV: -9.93
Lowest unoccupied orbital energy, eV: 0.986

=====

No. 12
DFT (the ωB97M-V functional and the def2-TZVPD basis) results for a single C4H6N2 molecule in a non-equilibrium geometry.

Element x y z (Å)
N 0.76 1.06 0.81
C -0.60 0.78 0.37
C 0.50 1.02 -0.58
C -0.05 -1.09 -0.97
N 0.12 -1.65 0.26
C -0.96 -0.67 0.10
H 1.31 0.30 1.21
H -1.36 1.48 0.70
H 0.71 1.86 -1.25
H 0.58 -0.62 -1.71
H 0.94 -1.43 0.83
H -1.97 -1.04 0.23

Summary:
Net charge: 0
HOMO-LUMO gap (alpha / beta), Ha: 0.3103 / 0.3103
HOMO (alpha / beta), eV: -7.58 / -7.58
Lowest unoccupied orbital energy (alpha / beta), eV: 0.861 / 0.861

=====

No. 13
DFT (the ωB97M-V functional and the def2-TZVPD basis) results for a single C4H6N2 molecule.

Element x y z (Å)
C -1.46 0.30 1.22
N -0.24 0.65 0.50
C -0.47 0.66 -0.93
C 0.26 -0.58 -0.16
C 1.55 -0.57 -0.56
N 2.69 -0.60 -0.94
H -1.21 -0.14 2.19
H -2.11 -0.37 0.64
H -2.01 1.23 1.39
H 0.33 1.30 -1.36
H 2.94 -0.35 -1.89
H -0.27 -1.53 -0.10

Summary:
Net charge: 0
HOMO-LUMO gap, Ha: 0.2931
HOMO, eV: -7.67
Lowest unoccupied orbital energy, eV: 0.310

=====

No. 14
DFT (the ωB97M-V functional and the def2-TZVPD basis) results for 2 unconnected molecules or ions with the total composition C4H6N2 in a non-equilibrium geometry.

Element x y z (Å)
C -1.14 1.32 0.03
C -1.80 -0.79 0.08
C 0.24 1.47 0.12
C 0.48 -0.02 -0.28
N -2.04 0.58 -0.19
N -0.52 -1.01 0.11
H -2.84 -1.78 0.29
H 0.74 2.01 -0.71
H 0.68 1.72 1.16
H 0.70 0.05 -1.30
H 1.47 -0.31 0.02
H -0.23 -1.91 0.40

Summary:
Net charge: +2
HOMO-LUMO gap, Ha: 0.3875
HOMO, eV: -22.69
Lowest unoccupied orbital energy, eV: -12.150

=====

No. 15
DFT (the ωB97M-V functional and the def2-TZVPD basis) results for a single C4H6N2O molecule.

Element x y z (Å)
C -2.13 0.04 -0.16
C -0.75 0.17 0.40
C 0.30 -0.48 -0.39
C 1.54 -0.50 0.05
O 3.39 0.03 -0.92
N 2.76 -0.57 0.23
N -0.42 0.63 1.54
H -2.87 0.43 0.54
H -2.35 -1.02 -0.34
H -2.20 0.56 -1.12
H 0.08 -1.06 -1.28
H 3.88 0.81 -0.61
H -1.24 0.96 2.05

Summary:
SMILES string: [H]/N=C(\C)C=C=NO
Net charge: 0
HOMO-LUMO gap, Ha: 0.3485
HOMO, eV: -9.35
Lowest unoccupied orbital energy, eV: 0.134

=====

No. 16
DFT (the ωB97M-V functional and the def2-TZVPD basis) results for a single C4H6N2O molecule in a non-equilibrium geometry.

Element x y z (Å)
C -0.17 0.09 0.90
C 1.33 0.33 0.96
C -0.73 -1.05 -2.33
O -0.65 0.20 -0.44
N -0.25 -1.03 -1.14
C -0.93 1.21 1.49
N -1.47 2.05 2.09
H -0.47 -0.86 1.34
H 1.62 1.24 0.42
H 1.68 0.43 2.00
H 1.87 -0.49 0.48
H -0.62 -1.95 -2.96
H -1.22 -0.17 -2.80

Summary:
SMILES string: C=NO[C@@H](C)C#N
Net charge: 0
HOMO-LUMO gap, Ha: 0.4210
HOMO, eV: -10.53
Lowest unoccupied orbital energy, eV: 0.924

=====

No. 17
DFT (the ωB97M-V functional and the def2-TZVPD basis) results for a molecular structure, C4H6N2O.

Element x y z (Å)
N -0.10 -1.75 -0.80
C -0.23 -0.52 -0.10
C 0.81 0.35 -0.10
O 2.01 0.24 -0.71
N 0.45 1.48 0.60
C -1.00 1.30 1.22
C -1.31 0.09 0.64
H -0.86 -1.88 -1.46
H -0.13 -2.54 -0.16
H 1.96 -0.62 -1.17
H 1.12 2.08 1.07
H -0.43 2.14 0.23
H -2.29 -0.36 0.75

Summary:
Net charge: 0
HOMO-LUMO gap, Ha: 0.3248
HOMO, eV: -8.16
Lowest unoccupied orbital energy, eV: 0.683

=====

No. 18
DFT (the ωB97M-V functional and the def2-TZVPD basis) results for a single C4H6N2O molecule in a non-equilibrium geometry.

Element x y z (Å)
C -2.17 0.00 -0.15
O -1.10 -0.71 0.47
C 0.12 -0.21 0.20
C 0.60 0.90 -0.46
N 1.97 0.91 -0.35
C 2.25 -0.15 0.39
N 1.19 -0.91 0.68
H -2.19 1.04 0.19
H -3.08 -0.51 0.14
H -2.06 -0.03 -1.24
H 0.05 1.68 -0.97
H 3.27 -0.25 -0.09
H 1.16 -1.76 1.19

Summary:
SMILES string: COc1cnc[nH]1
Net charge: 0
HOMO-LUMO gap, Ha: 0.3319
HOMO, eV: -8.20
Lowest unoccupied orbital energy, eV: 0.835

=====

No. 19
DFT (the ωB97M-V functional and the def2-TZVPD basis) results for a single C4H6N2O molecule in a non-equilibrium geometry.

Element x y z (Å)
C 0.18 -1.30 1.41
N 0.23 2.13 -0.62
C -0.48 -0.46 0.42
C 0.38 0.91 -1.33
C -0.52 -0.19 -1.07
O 1.04 1.28 0.23
N -1.57 0.02 0.03
H -0.68 2.17 -0.15
H 1.09 0.87 -2.14
H -0.72 -0.97 -1.79
H 0.43 -0.67 2.27
H -0.49 -2.10 1.74
H 1.11 -1.70 1.01

Summary:
SMILES string: CC1=N[C@H]1[C@H]1NO1
Net charge: 0
HOMO-LUMO gap, Ha: 0.3560
HOMO, eV: -8.79
Lowest unoccupied orbital energy, eV: 0.900

=====

No. 20
DFT (the ωB97M-V functional and the def2-TZVPD basis) results for a single C4H6N2O molecule in a non-equilibrium geometry.

Element x y z (Å)
C 0.14 -0.57 -0.25
C -0.04 1.64 0.39
C 1.12 1.02 1.10
C 1.19 -0.27 0.73
H -1.60 -2.74 -1.47
H -1.93 -1.13 -1.32
H 0.23 2.45 -0.32
H -0.83 1.97 1.06
H 1.76 1.55 1.81
H 1.90 -1.04 1.00
N -1.22 -1.79 -1.57
N -0.10 -1.69 -0.76
O -0.62 0.59 -0.39

Summary:
SMILES string: N/N=C1/C=CCO1
Net charge: 0
HOMO-LUMO gap, Ha: 0.3347
HOMO, eV: -8.14
Lowest unoccupied orbital energy, eV: 0.970